Record 1
# C54H45N9O18

A 9-piece molecular cluster, C54H45N9O18 overall at a distorted geometry (wB97M-V/def2-TZVPD, OMol25).

```
126
Properties=species:S:1:pos:R:3:forces:R:3:mulliken_charge:R:1
C 20.261 -24.057 25.212 -0.175 0.183 -0.061 -0.463
C 19.889 -22.990 26.023 0.192 -0.370 0.408 -0.471
C 19.382 -21.824 25.494 -0.109 0.198 -0.225 -0.485
C 19.289 -21.740 24.114 0.374 -0.399 0.001 0.213
C 19.711 -22.764 23.279 -0.176 0.667 -0.128 -0.126
C 20.166 -23.941 23.830 0.212 -0.214 0.071 -0.680
N 18.782 -20.522 23.501 -0.416 0.860 0.162 0.961
O 18.277 -19.690 24.239 0.083 -0.193 -0.074 -0.586
O 18.858 -20.375 22.294 0.069 -0.298 -0.005 -0.512
H 20.620 -24.963 25.679 0.065 -0.051 -0.110 0.402
H 20.015 -23.075 27.095 -0.089 -0.005 -0.020 0.371
H 19.090 -20.999 26.127 -0.051 0.014 -0.076 0.493
H 19.702 -22.554 22.218 -0.091 -0.336 -0.052 0.445
H 20.475 -24.744 23.174 0.014 -0.051 0.082 0.406
C 19.049 -10.533 23.693 0.249 0.155 -0.310 -0.443
C 18.977 -11.847 24.136 -0.430 0.136 0.304 -0.673
C 17.742 -12.476 24.141 0.172 -0.653 -0.694 -0.016
C 16.641 -11.830 23.611 0.168 -0.136 0.213 0.206
C 16.709 -10.547 23.131 0.019 0.968 -0.102 -0.485
C 17.930 -9.891 23.179 0.211 -0.226 0.257 -0.477
N 15.372 -12.555 23.550 -0.207 0.045 -0.058 0.883
O 15.414 -13.770 23.449 -0.013 0.098 0.104 -0.270
O 14.349 -11.901 23.591 0.066 -0.106 -0.071 -0.597
H 19.991 -9.997 23.683 0.019 -0.126 0.113 0.379
H 19.840 -12.383 24.501 0.083 0.108 -0.002 0.395
H 17.647 -13.526 24.384 0.013 0.098 0.280 0.351
H 15.860 -10.005 22.736 -0.193 -0.343 0.033 0.427
H 18.027 -8.874 22.830 -0.123 0.008 -0.076 0.377
C 12.315 -15.310 22.375 0.223 -0.258 0.022 -0.067
C 12.622 -14.217 21.575 -0.551 0.378 0.365 -0.476
C 12.202 -14.176 20.258 0.103 0.183 -0.213 -0.290
C 11.572 -15.281 19.721 0.504 -0.079 0.488 -0.247
C 11.364 -16.420 20.476 -0.822 -0.251 0.083 -0.755
C 11.699 -16.425 21.822 0.504 0.125 -0.276 -0.281
N 11.196 -15.262 18.311 -0.283 0.060 -0.309 1.083
O 11.365 -14.229 17.692 0.000 -0.072 0.056 -0.573
O 10.723 -16.278 17.844 0.042 -0.028 -0.053 -0.643
H 12.571 -15.302 23.428 0.108 0.006 -0.050 0.340
H 13.086 -13.350 22.028 0.052 -0.031 -0.076 0.419
H 12.343 -13.307 19.631 0.125 -0.024 0.056 0.494
H 10.806 -17.247 20.056 0.294 -0.059 -0.169 0.544
H 11.563 -17.328 22.401 -0.250 0.091 0.122 0.440
C 16.405 -14.833 14.275 0.028 0.118 -0.065 -0.608
C 17.371 -15.827 14.188 -0.052 0.978 0.429 -0.130
C 18.002 -16.047 12.982 0.219 -0.333 -0.165 -0.488
C 17.625 -15.295 11.882 0.023 0.249 0.319 0.077
C 16.707 -14.254 11.967 -0.360 -0.511 -0.419 -0.580
C 16.062 -14.060 13.171 0.249 0.181 0.612 -0.402
N 18.287 -15.566 10.599 -0.013 0.015 -0.313 1.046
O 19.073 -16.494 10.544 -0.136 0.241 -0.004 -0.613
O 17.995 -14.846 9.660 0.137 -0.161 0.135 -0.628
H 15.948 -14.609 15.229 -0.052 -0.111 -0.006 0.435
H 17.703 -16.248 15.128 -0.011 -0.535 -0.247 0.490
H 18.793 -16.776 12.886 -0.065 -0.075 -0.066 0.500
H 16.438 -13.690 11.086 0.172 0.046 0.009 0.445
H 15.358 -13.256 13.341 -0.095 -0.028 -0.383 0.453
C 16.525 -17.691 21.452 0.080 0.697 0.489 -0.715
C 16.956 -18.238 20.256 -0.169 -0.292 -0.132 -0.584
C 16.532 -17.690 19.058 0.171 -0.299 -0.021 -0.305
C 15.686 -16.601 19.078 0.520 0.114 -0.089 -0.623
C 15.391 -15.939 20.247 -0.477 0.075 0.064 -0.153
C 15.795 -16.509 21.443 -0.119 0.287 -0.099 -0.234
N 15.212 -16.082 17.792 0.126 -0.094 -0.087 1.105
O 14.268 -15.317 17.787 0.066 0.061 0.035 -0.557
O 15.795 -16.473 16.799 -0.200 0.094 -0.042 -0.639
H 16.810 -18.057 22.433 0.217 -0.393 -0.232 0.618
H 17.590 -19.110 20.202 0.068 0.014 0.293 0.466
H 16.889 -18.099 18.125 -0.199 -0.040 -0.074 0.676
H 14.848 -15.005 20.212 -0.117 -0.092 0.060 0.636
H 15.546 -15.983 22.357 0.015 -0.176 0.057 0.245
C 18.901 -20.883 18.704 0.010 -0.245 -0.244 0.150
C 17.648 -20.924 18.110 -0.107 0.149 -0.386 -0.549
C 17.480 -20.457 16.811 -0.321 0.660 0.322 -0.142
C 18.560 -19.913 16.137 -0.231 -0.503 0.300 -0.093
C 19.820 -19.913 16.692 0.535 -0.010 0.030 -0.604
C 19.989 -20.404 17.978 -0.169 -0.079 0.297 -0.649
N 18.349 -19.353 14.799 0.291 0.094 -0.092 1.027
O 19.342 -19.100 14.139 -0.176 0.034 0.042 -0.603
O 17.207 -19.166 14.448 -0.097 -0.001 -0.153 -0.552
H 19.037 -21.249 19.714 0.022 0.072 0.015 0.396
H 16.754 -21.259 18.621 0.188 -0.142 0.218 0.386
H 16.483 -20.363 16.404 0.100 -0.232 -0.233 0.397
H 20.669 -19.548 16.131 -0.098 0.072 -0.041 0.507
H 20.968 -20.414 18.438 0.037 0.081 -0.098 0.407
C 12.215 -13.233 14.536 0.002 -0.179 0.345 -0.416
C 11.509 -12.645 13.497 0.357 -0.426 -0.214 -0.591
C 11.378 -13.336 12.295 -0.627 0.616 0.160 -0.323
C 11.918 -14.598 12.172 0.488 0.471 0.201 -0.122
C 12.701 -15.141 13.175 -0.041 -0.728 0.044 -0.378
C 12.825 -14.479 14.380 -0.176 0.655 -0.029 -0.381
N 11.772 -15.328 10.912 -0.108 -0.027 -0.240 1.027
O 11.075 -14.826 10.050 0.048 -0.055 0.050 -0.623
O 12.351 -16.389 10.801 -0.026 -0.012 -0.021 -0.609
H 12.272 -12.756 15.507 0.055 0.107 -0.113 0.412
H 11.090 -11.655 13.597 -0.098 -0.020 0.043 0.413
H 10.808 -12.872 11.502 0.092 -0.253 -0.170 0.442
H 13.158 -16.105 12.996 0.043 0.045 0.099 0.510
H 13.402 -14.870 15.207 -0.028 -0.247 -0.081 0.645
C 14.151 -20.075 22.714 0.442 0.136 0.286 -0.400
C 15.200 -20.973 22.591 -0.086 -0.442 0.134 -0.375
C 14.940 -22.336 22.569 0.288 0.121 -0.482 -0.430
C 13.624 -22.753 22.554 -0.047 0.215 -0.123 -0.251
C 12.565 -21.863 22.608 -0.197 -0.187 0.312 -0.468
C 12.834 -20.510 22.724 0.199 0.111 -0.006 -0.382
N 13.326 -24.187 22.405 0.393 -0.210 0.032 1.028
O 14.266 -24.932 22.188 -0.173 0.125 0.078 -0.606
O 12.172 -24.537 22.498 -0.180 -0.061 0.012 -0.609
H 14.415 -19.044 22.912 -0.308 0.156 -0.445 0.706
H 16.226 -20.638 22.513 -0.039 0.148 0.159 0.265
H 15.752 -23.045 22.499 -0.118 -0.113 0.001 0.571
H 11.563 -22.266 22.638 -0.034 0.118 -0.147 0.485
H 12.043 -19.779 22.827 -0.125 -0.138 -0.006 0.398
C 14.841 -17.497 25.066 0.353 0.138 0.509 -0.818
C 13.567 -17.976 25.335 0.284 -0.218 0.093 -0.616
C 12.628 -17.179 25.961 -0.213 -0.195 -0.208 -0.620
C 12.982 -15.888 26.312 0.219 -0.619 -0.104 0.249
C 14.246 -15.402 26.060 0.186 0.914 -0.485 -0.423
C 15.180 -16.191 25.409 -0.326 -0.554 -0.213 -0.280
N 11.994 -15.035 26.961 0.030 0.232 0.185 0.996
O 12.404 -14.144 27.679 -0.053 -0.018 -0.113 -0.600
O 10.829 -15.282 26.739 -0.228 0.009 0.059 -0.601
H 15.626 -18.155 24.706 -0.191 0.000 -0.319 0.801
H 13.309 -18.999 25.098 0.009 -0.025 -0.017 0.652
H 11.653 -17.605 26.150 -0.104 0.353 0.161 0.457
H 14.456 -14.354 26.239 0.004 -0.132 0.288 0.420
H 16.145 -15.809 25.111 0.036 0.140 0.241 0.422
```
Forces are in eV/Å.

Summary:
* SMILES string: O=[N+]([O-])c1ccccc1.O=[N+]([O-])c1ccccc1.O=[N+]([O-])c1ccccc1.O=[N+]([O-])c1ccccc1.O=[N+]([O-])c1ccccc1.O=[N+]([O-])c1ccccc1.O=[N+]([O-])c1ccccc1.O=[N+]([O-])c1ccccc1.O=[N+]([O-])c1ccccc1
* DFT total energy: -106969.51177 eV
* HOMO: -9.37 eV
* LUMO level: -0.05718 hartree
* energy relative to the best compared isomer or geometry (same formula, charge and spin): 0.0000 eV
* multiplicity: 1

---

Record 2
# C54H47Br2ClN3O3P2PbS

C54H47Br2ClN3O3P2PbS as an isolated structure (wB97M-V/def2-TZVPD, OMol25).

```
114
Properties=species:S:1:pos:R:3:forces:R:3:mulliken_charge:R:1
Pb 0.247 -0.610 0.066 0.094 0.054 -0.247 1.744
Cl -5.953 -3.694 3.824 0.022 0.008 -0.018 -0.276
C -4.411 -3.086 3.261 0.013 -0.005 0.023 0.070
C -3.487 -2.579 4.187 -0.026 0.001 0.032 -0.803
C -2.272 -2.114 3.766 0.033 -0.025 -0.060 -0.362
C -1.877 -2.119 2.385 0.020 0.024 0.095 -0.021
O -0.706 -1.745 2.062 -0.017 -0.042 -0.020 -0.515
C -2.874 -2.582 1.465 -0.056 -0.040 -0.142 1.437
C -2.764 -2.489 0.023 0.026 0.089 0.050 -0.860
O -1.974 -1.831 -0.638 0.027 -0.149 0.085 -0.479
C -4.100 -3.089 1.930 -0.028 -0.003 0.032 -0.800
H -3.747 -2.561 5.238 0.003 0.002 0.003 0.439
H -1.555 -1.720 4.476 -0.043 0.002 0.028 0.445
H -3.542 -3.061 -0.520 -0.025 0.030 -0.011 0.155
H -4.819 -3.461 1.209 -0.001 0.003 -0.009 0.361
Br 1.979 -3.078 -6.235 0.008 -0.002 -0.010 -0.271
C 1.513 -2.427 -4.503 -0.052 0.021 -0.035 0.170
C 0.294 -1.679 -4.378 0.068 -0.027 0.005 -1.072
C 0.017 -1.202 -3.134 0.000 0.078 -0.011 -0.075
N 0.788 -1.379 -2.043 -0.038 -0.002 0.043 0.372
C 1.931 -2.203 -2.138 -0.011 -0.064 -0.096 0.779
C 2.306 -2.689 -3.454 0.031 0.032 0.097 -1.190
C 2.575 -2.499 -0.973 0.062 -0.074 0.041 0.059
C 3.791 -3.280 -0.854 -0.062 0.046 -0.090 -1.058
C 4.282 -3.577 0.357 -0.008 -0.005 0.118 -0.206
Br 5.889 -4.589 0.529 0.012 0.001 -0.023 -0.269
C 3.620 -3.168 1.571 0.025 0.006 -0.084 -0.757
C 2.507 -2.409 1.409 -0.075 0.009 0.082 -0.583
N 1.999 -2.000 0.225 0.060 0.032 0.026 0.116
H -0.350 -1.489 -5.222 -0.005 -0.002 -0.005 0.420
H -0.880 -0.613 -2.974 -0.026 0.008 0.008 0.337
H 3.202 -3.279 -3.577 0.001 -0.002 0.007 0.387
H 4.296 -3.621 -1.747 0.004 0.010 -0.005 0.375
H 3.979 -3.448 2.549 -0.010 -0.025 0.001 0.568
H 1.937 -2.094 2.273 0.029 0.000 -0.041 0.586
C 0.129 7.679 0.764 0.041 0.010 -0.032 -0.586
S -0.554 7.343 2.400 -0.008 0.005 -0.005 -0.168
C -1.825 6.113 1.974 -0.018 0.002 -0.022 -0.153
C -1.427 4.668 2.244 -0.017 0.035 -0.033 -0.540
C -0.288 4.188 1.355 -0.054 -0.042 -0.091 -0.212
N 0.067 2.806 1.639 -0.058 -0.003 0.132 0.748
P -1.329 2.458 -1.651 -0.015 0.010 -0.150 1.072
C -2.119 4.117 -1.834 0.076 0.034 -0.015 0.225
C -3.228 4.538 -1.109 -0.072 -0.054 0.008 -0.225
C -3.663 5.856 -1.180 -0.039 0.028 -0.052 -0.699
C -2.998 6.771 -1.981 -0.001 -0.013 -0.012 -0.355
C -1.890 6.362 -2.714 -0.010 0.013 -0.002 -0.757
C -1.452 5.050 -2.632 0.030 0.003 0.025 -0.585
C -2.757 1.524 -0.996 0.022 -0.034 0.055 0.939
C -3.816 0.984 -1.721 0.020 -0.012 -0.004 -0.803
C -4.846 0.324 -1.067 -0.020 -0.009 0.004 -0.940
C -4.837 0.209 0.316 -0.016 -0.025 0.012 -0.597
C -3.783 0.736 1.047 0.025 -0.001 0.023 -0.917
C -2.740 1.379 0.395 -0.009 0.018 -0.042 -0.030
P 1.519 2.453 2.068 -0.265 -0.106 -0.023 0.030
C 2.180 3.566 3.344 0.280 -0.019 -0.128 0.714
C 3.288 4.374 3.118 0.004 0.045 -0.012 -0.282
C 3.721 5.259 4.099 -0.024 -0.021 -0.024 -0.761
C 3.049 5.333 5.307 0.003 0.006 0.007 -0.477
C 1.940 4.526 5.537 -0.006 0.025 0.037 -0.820
C 1.505 3.650 4.560 -0.045 -0.021 -0.028 -0.613
C 2.751 2.349 0.745 0.017 -0.064 -0.026 0.437
C 2.388 2.867 -0.495 -0.002 0.006 0.000 -0.073
C 3.233 2.714 -1.586 -0.013 0.005 0.002 -0.621
C 4.431 2.033 -1.442 0.028 -0.015 -0.012 -0.615
C 4.794 1.506 -0.208 -0.015 -0.008 -0.006 -0.694
C 3.955 1.661 0.882 0.007 0.008 0.024 -0.278
H 0.952 8.380 0.895 -0.002 0.010 0.014 0.385
H -0.618 8.132 0.112 -0.020 -0.016 0.003 0.230
H 0.514 6.773 0.298 -0.003 -0.016 0.000 0.065
H -2.068 6.252 0.918 0.008 0.012 0.057 -0.508
H -2.718 6.375 2.543 0.017 0.003 0.020 0.516
H -2.300 4.030 2.066 0.018 -0.050 0.036 0.142
H -1.143 4.538 3.292 0.001 0.027 0.006 0.241
H 0.549 4.895 1.449 0.023 -0.027 0.105 0.770
H -0.626 4.264 0.313 0.063 0.087 0.009 -0.558
H -3.761 3.835 -0.480 0.009 -0.005 -0.005 0.345
H -4.527 6.167 -0.605 -0.004 0.002 0.004 0.389
H -3.339 7.798 -2.037 -0.002 0.008 0.004 0.388
H -1.362 7.068 -3.344 -0.002 0.005 0.004 0.393
H -0.575 4.741 -3.191 0.000 -0.004 -0.005 0.433
H -3.844 1.063 -2.798 -0.001 0.004 -0.005 0.262
H -5.659 -0.104 -1.641 0.001 -0.002 -0.001 0.359
H -5.637 -0.316 0.825 -0.007 -0.003 0.000 0.361
H -3.752 0.613 2.123 0.001 0.004 0.004 0.443
H -1.893 1.763 0.960 0.017 -0.031 0.017 0.642
H 3.813 4.316 2.172 0.009 -0.014 -0.001 0.390
H 4.581 5.890 3.913 0.006 0.005 0.001 0.425
H 3.385 6.022 6.072 -0.003 0.002 0.006 0.393
H 1.413 4.586 6.481 0.000 0.002 0.001 0.430
H 0.637 3.025 4.734 0.002 -0.012 -0.012 0.448
H 1.420 3.337 -0.613 -0.005 -0.004 0.002 -0.062
H 2.936 3.095 -2.554 -0.006 -0.004 -0.007 0.388
H 5.074 1.884 -2.300 0.001 0.002 -0.003 0.390
H 5.712 0.942 -0.105 0.006 -0.002 -0.007 0.422
H 4.218 1.210 1.831 -0.008 -0.001 0.020 0.394
C 1.624 0.867 2.817 0.494 0.393 0.365 -0.290
C 2.104 0.091 3.614 -0.529 -0.166 -0.094 0.471
C 2.475 -0.925 4.552 0.039 0.083 -0.070 -0.224
C 3.696 -0.867 5.220 -0.018 -0.030 0.018 -0.601
C 4.034 -1.867 6.116 0.009 -0.010 0.000 -0.712
C 3.161 -2.923 6.343 -0.004 -0.015 0.017 -0.460
C 1.945 -2.981 5.675 0.027 0.041 -0.015 -0.699
C 1.595 -1.984 4.780 -0.032 -0.080 0.064 0.205
H 4.371 -0.044 5.029 0.011 0.006 -0.008 0.462
H 4.985 -1.828 6.631 0.001 -0.003 0.009 0.403
H 3.432 -3.707 7.038 0.008 -0.003 -0.002 0.394
H 1.269 -3.810 5.842 -0.004 -0.004 0.003 0.440
H 0.660 -2.023 4.233 0.045 0.011 -0.044 0.433
C -2.054 2.181 -4.274 -0.012 -0.009 -0.001 -0.986
O -1.114 2.034 -3.219 -0.048 0.001 0.009 -0.252
H -1.544 2.637 -5.123 0.000 -0.005 0.006 0.232
H -2.896 2.815 -3.985 -0.003 0.005 -0.007 0.454
H -2.419 1.197 -4.573 -0.004 0.004 0.003 0.230
```
Forces are in eV/Å.

Summary:
* DFT total energy: -254642.32269 eV
* HOMO: -2.20 eV
* LUMO level: 0.07614 hartree
* energy relative to the best compared isomer or geometry (same formula, charge and spin): 0.0000 eV
* total charge: -1
* multiplicity: 1